(1)
{
  "formula": "C27H32N3O2",
  "method": "ωB97M-V/def2-TZVPD",
  "total_energy_ev": -37075.9576,
  "lumo_energy_ev": -4.0,
  "fmax_ev_per_a": 3.58,
  "gap_ev": 6.61,
  "spin_multiplicity": 1,
  "total_charge": 1,
  "e_homo_ev": -10.604,
  "elements": ["C", "C", "N", "C", "C", "C", "C", "C", "H", "H", "H", "H", "H", "H", "H", "H", "H", "H", "H", "H", "H", "C", "O", "C", "C", "C", "C", "N", "C", "C", "C", "C", "C", "C", "C", "C", "C", "C", "O", "N", "C", "C", "C", "C", "C", "H", "H", "H", "H", "H", "H", "H", "H", "H", "H", "H", "H", "H", "H", "H", "H", "H", "H", "H"],
  "positions_angstrom": [[-1.4514, -1.4649, 2.4839], [0.0698, -1.4905, 2.4573], [0.6821, -0.0906, 2.4363], [0.1695, 0.6462, 3.6836], [-1.3504, 0.7200, 3.7288], [-1.9486, 0.0084, 2.4813], [-1.3874, 0.7071, 1.2090], [0.1348, 0.6403, 1.2113], [-1.8429, -1.9840, 1.6006], [-1.8087, -1.9715, 3.3885], [0.4592, -2.0255, 3.3377], [0.4292, -2.0467, 1.5773], [0.5569, 0.1263, 4.5718], [0.6098, 1.6539, 3.6998], [-1.7147, 0.2207, 4.6353], [-1.6724, 1.7687, 3.7392], [-3.0424, 0.0491, 2.4968], [-1.7775, 0.2008, 0.3177], [-1.7103, 1.7553, 1.1983], [0.5606, 1.6557, 1.1884], [0.5027, 0.1337, 0.3058], [5.7799, 2.2667, 10.5723], [4.8854, 3.1455, 9.8413], [5.0636, 3.3625, 8.5127], [4.1869, 4.3231, 7.9320], [4.2909, 4.6159, 6.5902], [5.1660, 3.8696, 5.8066], [5.2208, 4.2024, 4.4518], [5.3365, 3.3270, 3.4061], [4.7419, 1.9626, 3.4623], [5.0673, 1.0111, 2.3929], [4.1684, 0.0545, 2.0493], [4.3598, -0.8205, 0.9061], [3.4162, -1.8299, 0.5870], [3.5105, -2.5649, -0.5971], [4.5706, -2.3274, -1.4941], [5.5582, -1.3883, -1.1633], [5.4804, -0.6696, 0.0377], [3.9369, 1.6851, 4.3794], [5.3336, 4.0988, 2.2921], [5.3418, 3.6388, 0.9203], [5.3568, 5.4510, 2.6366], [5.2395, 5.5184, 3.9795], [6.0084, 2.8941, 6.3317], [6.0348, 2.6915, 7.7071], [5.4178, 2.3578, 11.5920], [5.6896, 1.2319, 10.2163], [6.8192, 2.6141, 10.5023], [3.4634, 4.8259, 8.5757], [3.6627, 5.3879, 6.1420], [6.0898, 1.1108, 1.9729], [3.2334, -0.0908, 2.6318], [2.6299, -2.0469, 1.3185], [2.7648, -3.3393, -0.8242], [4.6332, -2.8780, -2.4323], [6.4090, -1.2175, -1.8353], [6.3020, -0.0135, 0.3269], [5.1347, 4.5171, 0.3081], [6.3288, 3.2430, 0.6512], [4.5783, 2.8694, 0.7563], [5.3795, 6.2358, 1.9003], [5.1318, 6.3717, 4.6193], [6.6792, 2.3348, 5.6781], [6.7824, 2.0252, 8.1572]],
  "lowdin_charge": [-0.147, -0.184, -0.137, -0.170, -0.150, -0.289, -0.149, -0.176, 0.113, 0.113, 0.116, 0.097, 0.113, 0.107, 0.112, 0.111, 0.136, 0.112, 0.111, 0.107, 0.109, -0.040, -0.085, -0.239, 0.027, -0.007, -0.237, 0.055, -0.070, -0.296, -0.051, 0.018, -0.205, -0.020, -0.062, -0.063, -0.071, -0.026, 0.098, -0.041, 0.014, 0.023, 0.038, 0.001, 0.018, 0.095, 0.099, 0.098, 0.131, 0.125, 0.117, 0.125, 0.099, 0.114, 0.109, 0.111, 0.098, 0.103, 0.112, 0.105, 0.139, 0.140, 0.130, 0.117]
}

---

(2)
{
  "formula": "C21H28N3O4S",
  "method": "ωB97M-V/def2-TZVPD",
  "total_energy_ev": -45721.4681,
  "lumo_energy_ev": -2.4,
  "smiles": "O=C(C[NH2+]C[C@H]1CCCO1)N1CCN(S(=O)(=O)c2ccc3ccccc3c2)CC1",
  "fmax_ev_per_a": 1.33,
  "gap_ev": 8.59,
  "spin_multiplicity": 1,
  "total_charge": 1,
  "e_homo_ev": -10.989,
  "elements": ["O", "C", "N", "C", "H", "H", "C", "N", "S", "O", "O", "C", "C", "C", "C", "C", "C", "C", "C", "C", "C", "H", "H", "H", "H", "H", "H", "H", "C", "H", "H", "C", "H", "H", "H", "H", "C", "N", "H", "C", "H", "H", "C", "H", "C", "H", "H", "C", "H", "C", "H", "H", "O", "H", "H", "H", "H"],
  "positions_angstrom": [[-0.7007, -3.5098, -0.1393], [-1.4112, -2.7123, -0.7214], [-1.4368, -2.5994, -2.0589], [-2.1938, -1.6634, -2.8598], [-2.9115, -1.1198, -2.2511], [-2.7462, -2.2284, -3.6179], [-1.2026, -0.6837, -3.5386], [0.0585, -0.6777, -2.8297], [0.0665, 0.1993, -1.4020], [-1.2462, 0.7592, -1.1987], [0.5123, -0.6207, -0.2827], [1.2594, 1.4922, -1.6714], [1.5691, 2.2986, -0.6141], [2.4925, 3.3519, -0.7777], [2.8418, 4.2153, 0.2819], [3.7384, 5.2281, 0.0836], [4.3256, 5.4217, -1.1775], [4.0083, 4.6008, -2.2241], [3.0857, 3.5471, -2.0562], [2.7340, 2.6857, -3.1179], [1.8330, 1.6729, -2.9350], [1.5557, 1.0114, -3.7391], [3.1890, 2.8406, -4.0845], [4.4579, 4.7476, -3.1946], [5.0310, 6.2270, -1.3131], [4.0022, 5.8875, 0.8961], [2.3876, 4.0616, 1.2493], [1.1069, 2.1296, 0.3465], [0.7446, -1.9577, -2.8505], [1.4038, -1.9789, -1.9823], [1.3472, -2.0307, -3.7605], [-0.2811, -3.1108, -2.7775], [0.1282, -3.9624, -2.2358], [-0.6003, -3.4275, -3.7713], [-1.5995, 0.3297, -3.5238], [-1.0024, -0.9738, -4.5722], [-2.2786, -1.7820, 0.1496], [-1.4253, -1.5282, 1.3228], [-1.1079, -2.4373, 1.7161], [-2.0062, -0.7334, 2.4110], [-2.1152, 0.3059, 2.0988], [-2.9881, -1.1446, 2.6595], [-1.0717, -0.8660, 3.6300], [-0.1373, -0.3296, 3.4223], [-1.7366, -0.3984, 4.9314], [-0.9880, 0.0200, 5.6024], [-2.5044, 0.3501, 4.7519], [-2.2885, -1.7031, 5.5077], [-3.2583, -1.9420, 5.0706], [-1.2311, -2.7051, 5.0540], [-0.3845, -2.7229, 5.7498], [-1.6088, -3.7201, 4.9274], [-0.7792, -2.2457, 3.7823], [-2.3907, -1.6753, 6.5882], [-0.5504, -1.0848, 0.9260], [-2.4930, -0.8263, -0.3289], [-3.2032, -2.2819, 0.4487]],
  "lowdin_charge": [0.089, -0.436, -0.045, -0.100, 0.117, 0.136, -0.147, -0.242, 0.750, -0.274, -0.290, -0.260, 0.004, -0.146, -0.022, -0.060, -0.056, -0.019, -0.151, 0.000, -0.051, 0.107, 0.122, 0.118, 0.111, 0.110, 0.115, 0.125, -0.133, 0.122, 0.132, -0.082, 0.132, 0.134, 0.124, 0.136, -0.030, 0.025, 0.170, -0.064, 0.148, 0.145, -0.308, 0.157, -0.115, 0.124, 0.121, -0.142, 0.114, -0.163, 0.129, 0.129, -0.113, 0.120, 0.122, 0.101, 0.154]
}

---

(3)
{
  "formula": "C4H5NO2S",
  "method": "ωB97M-V/def2-TZVPD",
  "s_squared": 2.01,
  "total_energy_ev": -20640.5329,
  "lumo_energy_ev": [0.6, -3.2],
  "fmax_ev_per_a": 3.69,
  "gap_ev": [5.46, 5.84],
  "spin_multiplicity": 3,
  "total_charge": 0,
  "e_homo_ev": [-4.869, -9.033],
  "elements": ["C", "C", "C", "C", "N", "O", "O", "S", "H", "H", "H", "H", "H"],
  "positions_angstrom": [[-0.0479, -1.5630, 1.5657], [0.2803, -0.9527, 0.4628], [-1.5681, 1.9610, -1.5199], [-0.3953, -0.1031, 1.5110], [-0.4411, 1.9297, -1.3662], [1.8048, -2.1404, -1.2527], [1.9310, 0.3341, -1.0366], [0.9475, -0.9869, -1.2201], [-0.0859, -2.4369, 2.1680], [-2.6153, 2.0004, -1.6705], [1.4194, 1.1505, -1.1008], [-1.4286, 0.1992, 1.3831], [0.1991, 0.6078, 2.0762]],
  "lowdin_charge": [-0.083, -0.413, -0.005, -0.132, 0.098, -0.356, -0.292, 0.892, 0.081, 0.065, -0.010, 0.073, 0.084]
}

---

(4)
{
  "formula": "C4H2NO3",
  "method": "ωB97M-V/def2-TZVPD",
  "total_energy_ev": -11812.6497,
  "lumo_energy_ev": 3.9,
  "smiles": "N#C[C@]1(C(=O)[O-])CO1",
  "fmax_ev_per_a": 3.82,
  "gap_ev": 8.61,
  "spin_multiplicity": 1,
  "total_charge": -1,
  "e_homo_ev": -4.673,
  "elements": ["C", "C", "C", "C", "N", "O", "O", "O", "H", "H"],
  "positions_angstrom": [[-0.7075, -1.4648, -0.1780], [-1.1096, 1.0968, -0.1183], [1.3512, 0.0470, 0.1024], [-0.0699, -0.1497, 0.1840], [-1.1664, -2.4551, -0.5117], [-0.4547, 2.0046, -0.6226], [-2.2756, 0.9616, 0.1762], [0.7442, -0.2847, 1.2874], [1.8797, -0.8663, -0.2090], [1.8085, 1.1107, -0.1104]],
  "lowdin_charge": [-0.133, -0.694, -0.146, -0.362, 0.122, -0.043, -0.006, -0.004, 0.112, 0.155]
}

---

(5)
{
  "formula": "C3H10N3S",
  "method": "ωB97M-V/def2-TZVPD",
  "total_energy_ev": -18569.6758,
  "lumo_energy_ev": -3.4,
  "fmax_ev_per_a": 6.34,
  "gap_ev": 9.00,
  "spin_multiplicity": 1,
  "total_charge": 1,
  "e_homo_ev": -12.371,
  "elements": ["C", "C", "C", "N", "N", "N", "S", "H", "H", "H", "H", "H", "H", "H", "H", "H", "H"],
  "positions_angstrom": [[-0.8051, 1.2782, 0.6712], [2.0568, -1.8650, -0.5183], [1.8549, -0.6655, -0.8358], [-0.8495, 1.9799, -0.4795], [-1.4652, 0.1729, 0.9225], [-2.1181, -0.6201, -0.1155], [1.6942, 0.5610, 0.3553], [-0.2075, 1.7468, 1.4455], [2.2030, -2.7031, -1.2406], [2.1203, -2.1889, 0.5523], [1.6602, -0.2097, -1.7702], [-0.0503, 2.5742, -0.5092], [-1.3941, -0.3808, 1.7417], [-1.1308, 1.5899, -1.3641], [-2.6425, -0.0186, -0.7813], [-2.8792, -1.1164, 0.3332], [1.9531, -0.1347, 1.5929]],
  "lowdin_charge": [-0.288, -0.097, -0.597, 0.141, 0.009, 0.095, 0.819, 0.120, 0.093, 0.078, 0.058, 0.097, 0.155, 0.120, 0.106, 0.100, -0.008]
}

---

(6)
{
  "formula": "C12H17N",
  "method": "ωB97M-V/def2-TZVPD",
  "total_energy_ev": -14209.3415,
  "lumo_energy_ev": 0.9,
  "smiles": "CCc1c[nH]c2ccccc12.CC",
  "fmax_ev_per_a": 2.16,
  "gap_ev": 8.67,
  "spin_multiplicity": 1,
  "total_charge": 0,
  "e_homo_ev": -7.748,
  "elements": ["C", "C", "C", "C", "C", "C", "C", "C", "C", "C", "N", "H", "H", "H", "H", "H", "H", "H", "H", "H", "H", "H", "C", "C", "H", "H", "H", "H", "H", "H"],
  "positions_angstrom": [[-0.7399, -1.5839, 1.8128], [-0.6933, -3.0836, 2.1254], [-0.2078, -1.2590, 0.4447], [-0.5296, -1.8721, -0.7252], [0.7934, -0.2681, 0.1385], [1.0755, -0.4129, -1.2237], [1.2971, 0.8691, 0.8216], [1.9328, 0.4155, -1.9504], [2.0502, 1.7374, 0.0750], [2.5180, 1.4284, -1.2228], [0.2678, -1.4001, -1.7476], [-1.7562, -1.1738, 1.8924], [-0.2642, -0.9742, 2.5854], [-0.9083, -3.1948, 3.1936], [-1.3099, -2.6023, -0.8727], [0.2514, -1.6775, -2.7075], [0.9753, 0.9184, 1.8526], [2.2616, 0.2854, -2.9733], [2.4395, 2.6298, 0.5535], [3.3451, 2.0357, -1.5587], [0.3355, -3.4139, 2.0015], [-1.4683, -3.6307, 1.6022], [-1.2692, 2.2650, 0.2372], [-1.5973, 1.7318, -1.1931], [-2.0114, 3.0376, 0.4319], [-1.2403, 1.4969, 0.9950], [-0.3474, 2.8061, 0.0624], [-2.6144, 2.0334, -1.4463], [-1.6402, 0.6484, -1.2863], [-0.9455, 2.2079, -1.9182]],
  "lowdin_charge": [-0.214, -0.096, -0.206, -0.065, -0.144, -0.234, -0.051, -0.023, -0.118, -0.093, 0.084, 0.110, 0.103, 0.068, 0.124, 0.147, 0.110, 0.106, 0.101, 0.097, 0.079, 0.068, -0.137, -0.135, 0.060, 0.049, 0.046, 0.053, 0.046, 0.062]
}

---

(7)
{
  "formula": "C23H43ClN3O4SiY",
  "method": "ωB97M-V/def2-TZVPD",
  "total_energy_ev": -58654.3098,
  "lumo_energy_ev": -0.1,
  "fmax_ev_per_a": 4.14,
  "gap_ev": 3.68,
  "spin_multiplicity": 1,
  "total_charge": 0,
  "e_homo_ev": -3.740,
  "elements": ["O", "C", "C", "C", "H", "C", "H", "C", "H", "C", "H", "C", "H", "H", "C", "C", "H", "H", "H", "C", "C", "H", "H", "H", "H", "Y", "Cl", "C", "O", "N", "C", "C", "H", "H", "H", "H", "H", "H", "H", "H", "H", "C", "C", "N", "H", "C", "O", "H", "H", "H", "H", "H", "H", "C", "C", "N", "H", "C", "O", "H", "H", "H", "H", "C", "Si", "C", "C", "H", "H", "H", "H", "H", "H", "H", "H", "H"],
  "positions_angstrom": [[0.6286, -0.1342, -1.3998], [-0.2090, -0.1693, -2.4625], [-0.0153, 1.1090, -3.3114], [0.8081, 2.1165, -2.8089], [1.2942, 1.9452, -1.8460], [0.9805, 3.3150, -3.5028], [1.6003, 4.0963, -3.0587], [0.3714, 3.4819, -4.7487], [0.5213, 4.4087, -5.2995], [-0.4043, 2.4497, -5.2875], [-0.8551, 2.5609, -6.2760], [-0.6020, 1.2624, -4.5724], [-1.2083, 0.4452, -4.9720], [-0.0138, -1.0300, -3.1412], [-2.2405, -1.9020, -1.9947], [-1.7544, -0.4711, -1.8917], [-3.0400, -1.9664, -2.7582], [-2.6767, -2.2853, -1.0486], [-1.4430, -2.5945, -2.3185], [-2.6005, 0.5746, -1.8806], [-4.0866, 0.5104, -1.7604], [-2.2337, 1.5843, -2.0959], [-4.5587, 0.9336, -2.6578], [-4.4363, 1.1197, -0.9234], [-4.4905, -0.5018, -1.6283], [-0.5230, -0.9592, 0.5383], [-2.9629, -0.5804, 1.2704], [-0.9579, -0.3070, 3.6916], [-0.2799, -0.9942, 2.8730], [-1.0702, -0.5598, 4.9872], [-0.4775, -1.7312, 5.6235], [-1.9536, 0.2456, 5.8310], [-1.5313, 0.5596, 3.3212], [0.1878, -2.2444, 4.9243], [-1.2664, -2.4148, 5.9639], [0.0764, -1.4104, 6.5106], [-2.2641, 1.1327, 5.2681], [-1.4269, 0.5524, 6.7431], [-2.8459, -0.3243, 6.1238], [5.1342, 1.1444, -1.2959], [4.8456, 1.8489, 0.9515], [4.0428, 1.1014, -1.3756], [3.8169, 1.4931, 1.0808], [3.4579, 0.7089, -0.0968], [3.7559, 0.3667, -2.1346], [2.5905, -0.2951, -0.0350], [1.7803, -0.4867, 0.9221], [3.7498, 0.8770, 1.9818], [2.6354, -0.9678, -0.9033], [3.6829, 2.0937, -1.6862], [3.1624, 2.3720, 1.1833], [0.0404, -6.3916, 0.9756], [2.2306, -6.5157, -0.7166], [-0.3845, -5.9074, 0.0851], [1.6358, -5.8705, -1.3748], [0.6394, -5.1268, -0.6122], [-1.2179, -5.2651, 0.3790], [0.7418, -3.8169, -0.4923], [-0.1068, -3.1048, 0.1548], [2.2970, -5.1608, -1.8781], [1.5920, -3.3434, -0.9998], [-0.7302, -6.6943, -0.5931], [1.1398, -6.5026, -2.1203], [0.7085, 2.6954, 2.8779], [-0.1076, 2.6178, 1.1830], [-1.9631, 2.8630, 1.2888], [0.6761, 3.9139, 0.0716], [0.1114, 2.1907, 3.6535], [0.8099, 3.7602, 3.1541], [1.7119, 2.2402, 2.8655], [-2.4607, 2.5380, 0.3602], [-2.1591, 3.9382, 1.4473], [-2.4049, 2.2899, 2.1189], [0.6846, 4.8751, 0.6134], [1.7136, 3.6616, -0.1956], [0.1071, 4.0359, -0.8625]],
  "lowdin_charge": [-0.368, -0.386, -0.174, -0.049, 0.081, -0.088, 0.101, -0.104, 0.094, -0.098, 0.095, -0.050, 0.114, 0.124, -0.111, -0.312, 0.090, 0.047, 0.067, -0.146, -0.108, 0.123, 0.083, 0.066, 0.066, 1.267, -0.016, -0.334, -0.180, -0.164, -0.024, -0.030, 0.082, 0.089, 0.096, 0.091, 0.096, 0.093, 0.096, 0.085, 0.088, -0.036, -0.027, -0.155, 0.095, -0.323, -0.163, 0.095, 0.124, 0.090, 0.073, 0.105, 0.100, -0.005, -0.028, -0.164, 0.097, -0.209, -0.162, 0.093, 0.152, 0.096, 0.098, -0.282, 0.445, -0.320, -0.283, -0.006, 0.010, -0.006, -0.010, 0.007, -0.018, 0.016, -0.004, 0.011]
}

---

(8)
{
  "formula": "CH4FNP2",
  "method": "ωB97M-V/def2-TZVPD",
  "total_energy_ev": -23884.5732,
  "lumo_energy_ev": [-1.1, -1.1],
  "fmax_ev_per_a": 3.19,
  "gap_ev": [6.80, 6.80],
  "spin_multiplicity": 1,
  "total_charge": 0,
  "e_homo_ev": [-7.938, -7.935],
  "elements": ["C", "N", "F", "P", "P", "H", "H", "H", "H"],
  "positions_angstrom": [[0.9794, 0.2315, -0.0372], [-0.3830, -1.3765, 1.3640], [-0.7369, -3.6190, -0.6648], [-0.2283, -2.7578, 2.0185], [-0.7832, -0.2034, 0.3283], [0.9745, 1.1813, -0.5715], [1.7809, -0.4191, -0.5060], [1.3901, 0.7147, 0.8061], [-0.4155, -3.2693, 0.2887]],
  "lowdin_charge": [-0.397, -0.876, -0.309, 0.804, 0.833, 0.004, 0.066, -0.007, -0.119]
}